{"formula": "C42H77BrN4O5PS", "method": "wB97M-V/def2-TZVPD", "multiplicity": 4, "lumo_energy_ev": [-1.176, -1.176], "homo_ev": [-8.29, -8.47], "energy_ha": -5555.08450, "gap_ev": [7.12, 7.29], "charge": 0, "symbols": ["C", "C", "C", "N", "C", "C", "Br", "C", "O", "C", "P", "C", "C", "C", "C", "C", "C", "C", "S", "C", "O", "H", "H", "H", "H", "H", "H", "H", "H", "H", "H", "H", "H", "H", "H", "H", "H", "H", "H", "H", "H", "H", "H", "H", "C", "C", "C", "C", "C", "C", "N", "O", "C", "C", "C", "H", "H", "H", "H", "H", "H", "H", "H", "H", "H", "H", "H", "H", "H", "H", "H", "H", "H", "C", "C", "C", "C", "C", "C", "N", "O", "C", "C", "C", "H", "H", "H", "H", "H", "H", "H", "H", "H", "H", "H", "H", "H", "H", "H", "H", "H", "H", "C", "C", "C", "C", "C", "C", "N", "O", "C", "C", "C", "H", "H", "H", "H", "H", "H", "H", "H", "H", "H", "H", "H", "H", "H", "H", "H", "H", "H"], "positions_angstrom": [[-0.977042, -3.170492, -0.932059], [-1.872950, -1.922879, -0.834405], [-1.841464, -1.013813, -2.055007], [-2.823391, -1.368931, -3.103607], [-2.354062, -2.322869, -4.027889], [-2.686407, -3.623960, -3.989953], [-3.887304, -4.388265, -2.777158], [-2.133496, -4.536381, -5.041057], [-2.772370, -5.497194, -5.422395], [-0.807735, -4.171169, -5.628423], [0.171404, -5.556620, -6.290906], [-0.277777, -6.930948, -5.147705], [1.925460, -5.250775, -5.795148], [2.855967, -4.997278, -6.994720], [-0.509338, -2.860771, -5.725963], [0.683729, -2.317067, -6.461286], [1.857428, -1.794132, -5.609052], [1.483825, -1.439727, -4.189760], [2.983027, -0.717617, -3.419202], [-1.479116, -1.873027, -5.170379], [-1.600904, -0.744764, -5.615360], [-0.460423, -3.238121, -1.883845], [-1.539015, -4.087651, -0.793372], [-0.228213, -3.155488, -0.145543], [-2.893009, -2.207729, -0.600911], [-1.516822, -1.330642, 0.005485], [-0.835647, -1.058005, -2.466562], [-2.074733, -0.000841, -1.749090], [-3.147797, -0.538882, -3.575703], [-1.252534, -7.324791, -5.387593], [-0.225266, -6.590344, -4.116350], [0.464756, -7.711778, -5.273757], [2.004300, -4.470706, -5.045014], [2.244781, -6.164053, -5.300779], [2.313296, -5.048109, -7.931392], [3.329604, -4.023922, -6.912438], [3.646250, -5.738465, -7.015456], [0.320011, -1.474854, -7.046493], [1.027673, -3.042291, -7.191510], [2.705804, -2.471960, -5.589042], [2.222592, -0.881789, -6.075423], [0.725320, -0.669882, -4.161360], [1.193154, -2.298900, -3.598223], [2.794649, -0.916490, -2.108139], [9.938629, -0.548871, -0.988126], [8.568931, 0.150387, -0.819348], [8.265914, 0.380195, 0.662715], [7.883018, -0.893489, 1.416520], [6.748841, -1.627978, 0.702784], [7.052326, -1.906797, -0.768737], [7.481590, -0.653329, -1.454279], [6.461073, 0.086872, -1.740510], [8.124555, -3.005114, -0.884587], [5.811532, -2.453151, -1.461137], [8.674686, 1.497546, -1.524115], [9.956149, -1.171449, -1.882105], [10.732094, 0.188354, -1.100684], [10.211482, -1.167672, -0.134178], [7.444335, 1.097754, 0.752353], [9.137883, 0.842779, 1.129928], [8.750575, -1.548726, 1.532460], [7.565911, -0.632109, 2.427663], [6.536665, -2.573383, 1.206213], [5.838041, -1.025049, 0.774507], [8.429476, -3.138877, -1.923111], [7.714661, -3.951736, -0.533235], [9.014670, -2.816604, -0.290282], [4.956945, -1.791624, -1.351155], [5.541377, -3.413787, -1.022482], [5.989133, -2.604399, -2.526357], [8.854613, 1.369149, -2.592414], [9.510346, 2.053436, -1.100707], [7.778651, 2.101187, -1.396585], [-3.303239, 5.132858, 1.004167], [-2.069273, 4.745111, 1.853676], [-0.942336, 5.757898, 1.643727], [-0.246404, 5.629342, 0.288386], [0.214037, 4.192201, 0.045276], [-0.912043, 3.171641, 0.206225], [-1.606772, 3.366073, 1.511979], [-0.923035, 2.847707, 2.478758], [-1.895860, 3.284819, -0.972618], [-0.346319, 1.759926, 0.143551], [-2.519035, 4.780075, 3.308116], [-3.873226, 4.251448, 0.710917], [-3.976612, 5.766982, 1.578524], [-3.046180, 5.690127, 0.103868], [-0.194913, 5.628923, 2.432850], [-1.350322, 6.764004, 1.760538], [-0.907464, 5.960301, -0.517199], [0.617453, 6.295973, 0.261766], [0.638416, 4.096889, -0.956219], [1.018309, 3.954373, 0.748279], [-2.761257, 2.638293, -0.816606], [-1.401322, 2.966417, -1.890774], [-2.255128, 4.294332, -1.152174], [0.443534, 1.595886, 0.874120], [0.081164, 1.578693, -0.843267], [-1.131235, 1.020853, 0.314912], [-3.300613, 4.042277, 3.496775], [-2.924508, 5.763354, 3.542437], [-1.701295, 4.597162, 4.002501], [-5.248078, 0.634515, 7.654550], [-5.868077, 2.001099, 7.278175], [-7.365138, 2.016374, 7.592476], [-8.206078, 1.195717, 6.616870], [-7.913725, 1.598303, 5.172789], [-6.426279, 1.542119, 4.826691], [-5.633375, 2.309958, 5.834060], [-5.728903, 3.580189, 5.623790], [-5.961515, 0.076816, 4.748807], [-6.193163, 2.121072, 3.437231], [-5.168692, 3.049399, 8.135829], [-4.400190, 0.396245, 7.013182], [-4.875215, 0.653368, 8.677525], [-5.960281, -0.187960, 7.601031], [-7.722258, 3.050860, 7.575037], [-7.512387, 1.651566, 8.611272], [-8.026742, 0.126555, 6.759006], [-9.264659, 1.354344, 6.830759], [-8.460880, 0.949150, 4.486089], [-8.284350, 2.614209, 5.004075], [-4.881374, 0.021481, 4.608836], [-6.433410, -0.408302, 3.894815], [-6.222573, -0.515725, 5.621639], [-6.574859, 3.136376, 3.340499], [-6.711824, 1.509928, 2.699194], [-5.132214, 2.130450, 3.181137], [-4.101930, 3.092503, 7.911436], [-5.287107, 2.783318, 9.185560], [-5.589563, 4.042992, 7.998073]], "atomic_forces_ev_per_a": [[-0.2, 0.0, 0.3], [0.3, -0.1, 0.1], [-0.5, -0.4, -0.1], [-0.1, -0.2, 0.1], [-0.4, -0.4, 0.3], [0.4, 0.4, -0.2], [0.0, 0.1, -0.1], [-0.6, -0.4, -0.1], [0.5, 0.4, 0.2], [0.1, 0.2, 0.5], [-0.2, -0.5, -0.7], [0.4, 0.4, 0.1], [0.0, 0.0, -0.1], [-0.1, 0.1, 0.4], [0.2, -0.4, -0.1], [-0.2, 0.3, -0.1], [-0.1, 0.2, -0.1], [0.6, 0.4, 0.7], [0.4, 0.1, -0.3], [-0.3, 0.4, -0.3], [0.3, -0.5, 0.4], [0.1, 0.0, -0.2], [-0.1, -0.1, -0.1], [0.2, 0.0, 0.0], [-0.2, 0.1, -0.1], [0.0, 0.1, 0.1], [0.4, 0.4, -0.1], [0.1, 0.2, 0.0], [0.2, 0.1, -0.2], [-0.2, 0.0, 0.0], [-0.2, -0.1, 0.2], [0.1, -0.1, -0.1], [0.0, 0.2, 0.1], [-0.1, -0.1, 0.1], [0.0, 0.0, -0.2], [0.1, 0.1, -0.1], [0.2, -0.1, -0.1], [-0.2, 0.1, -0.1], [0.1, -0.2, 0.0], [0.0, -0.3, 0.0], [0.1, 0.1, -0.2], [-0.4, 0.0, 0.0], [-0.2, -0.2, 0.0], [-0.4, -0.1, -0.1], [0.0, -0.1, 0.0], [1.2, 0.0, -0.2], [-0.3, -0.1, 0.3], [0.0, 0.0, -0.1], [0.0, 0.3, 0.3], [0.4, -1.2, -0.2], [-1.1, 0.9, 1.0], [0.3, -0.2, -0.4], [0.2, 0.1, 0.0], [-0.2, 0.1, -0.1], [-0.3, 0.2, -0.1], [0.0, 0.0, 0.0], [-0.1, 0.1, 0.0], [-0.1, 0.0, 0.0], [0.0, 0.0, -0.1], [0.0, 0.0, -0.1], [0.0, 0.0, 0.0], [0.0, 0.0, 0.0], [0.0, -0.1, -0.1], [0.0, 0.0, -0.1], [0.0, 0.0, 0.0], [-0.1, 0.0, 0.0], [0.0, 0.0, 0.0], [0.1, 0.1, 0.0], [0.1, 0.0, 0.1], [0.0, 0.0, 0.0], [0.0, 0.0, 0.0], [0.1, -0.1, 0.0], [0.0, -0.1, -0.1], [0.0, -0.1, -0.1], [-1.1, 0.6, -0.2], [0.4, 0.0, -0.1], [-0.1, -0.1, 0.0], [0.1, 0.3, 0.2], [-0.4, -0.3, -1.1], [1.5, 0.4, 0.7], [-0.5, -0.2, -0.1], [-0.1, 0.1, 0.0], [0.2, -0.2, 0.2], [0.1, -0.2, 0.3], [0.0, 0.0, 0.0], [0.1, 0.0, 0.1], [0.0, -0.1, 0.0], [0.0, -0.1, 0.0], [-0.1, 0.0, 0.0], [0.0, 0.0, 0.0], [0.0, 0.0, 0.0], [0.0, -0.1, 0.0], [-0.1, -0.1, 0.1], [0.0, 0.0, 0.0], [0.1, -0.1, 0.0], [0.0, 0.0, 0.0], [-0.1, 0.0, 0.1], [-0.1, 0.1, -0.1], [0.0, 0.0, 0.0], [0.0, 0.0, 0.0], [0.0, 0.1, -0.1], [0.0, -0.1, -0.1], [0.0, -0.1, -0.1], [0.6, -0.8, 0.8], [-0.4, 0.1, -0.2], [0.1, 0.0, 0.0], [-0.2, 0.2, 0.3], [0.3, -1.1, -0.6], [-1.4, 1.0, 0.2], [0.5, -0.1, -0.2], [0.1, -0.1, 0.2], [0.0, 0.5, -0.1], [0.0, 0.3, -0.1], [0.0, 0.0, 0.0], [-0.1, 0.1, 0.0], [0.0, 0.0, -0.1], [0.1, 0.0, -0.1], [0.1, 0.0, 0.0], [0.0, 0.0, 0.0], [0.0, 0.0, 0.0], [0.1, 0.0, -0.1], [0.1, 0.0, 0.0], [0.0, 0.0, 0.0], [0.0, 0.1, -0.1], [0.0, 0.1, 0.0], [0.1, 0.0, 0.1], [0.0, -0.1, 0.1], [0.0, 0.0, 0.1], [0.0, 0.0, 0.0], [0.0, -0.1, 0.0], [0.0, 0.0, -0.1]], "lowdin_charge": [-0.103, -0.229, -0.193, 0.013, -0.238, -0.527, 0.864, -0.429, 0.058, -0.248, 1.003, -0.279, -0.406, -0.163, -0.158, -0.127, -0.270, -0.562, 0.741, -0.284, 0.125, 0.051, 0.044, 0.067, 0.094, 0.088, 0.099, 0.101, 0.119, 0.027, 0.049, 0.035, 0.064, 0.066, 0.049, 0.053, 0.065, 0.121, 0.094, 0.074, 0.108, 0.055, 0.064, -0.152, -0.030, -0.488, -0.134, -0.172, -0.132, -0.496, -0.092, -0.024, -0.034, -0.051, -0.047, 0.086, 0.081, 0.068, 0.125, 0.125, 0.101, 0.113, 0.124, 0.126, 0.092, 0.087, 0.058, 0.042, 0.089, 0.093, 0.094, 0.086, 0.079, -0.028, -0.486, -0.133, -0.172, -0.131, -0.494, -0.093, -0.018, -0.034, -0.044, -0.040, 0.084, 0.082, 0.068, 0.125, 0.126, 0.101, 0.112, 0.125, 0.126, 0.088, 0.087, 0.059, 0.083, 0.087, 0.075, 0.081, 0.090, 0.081, -0.030, -0.488, -0.135, -0.173, -0.134, -0.496, -0.091, -0.023, -0.034, -0.044, -0.047, 0.087, 0.081, 0.068, 0.125, 0.126, 0.102, 0.113, 0.124, 0.126, 0.093, 0.087, 0.058, 0.081, 0.087, 0.084, 0.094, 0.086, 0.078]}